1.
16
Properties=species:S:1:pos:R:3 method="wB97M-V/def2-TZVPD" orbital_gap_ev=12.35 fmax_ha_per_bohr=0.059 e_tot_ev=-4341.3022
C 2.433 0.178 -0.526
C 1.973 -0.748 -1.679
H 2.033 1.215 -0.518
H 2.259 -0.319 0.432
H 3.584 0.253 -0.493
H 0.934 -0.466 -1.689
H 2.410 -0.601 -2.658
H 2.236 -1.747 -1.589
C -2.573 0.018 0.422
C -1.871 0.558 1.756
H -2.331 0.697 -0.430
H -2.061 -0.892 0.237
H -3.613 -0.319 0.683
H -2.337 0.441 2.724
H -1.953 1.671 1.667
H -0.938 0.032 1.796


2.
97
Properties=species:S:1:pos:R:3 method="wB97M-V/def2-TZVPD" orbital_gap_ev=7.98 fmax_ha_per_bohr=0.129 e_tot_ev=-3215278.6528
C 3.442 -0.022 -2.246
C 1.821 0.017 -2.595
I 1.018 1.786 -3.603
C 0.942 -1.130 -2.242
I 1.977 -2.859 -1.284
C -0.669 -1.253 -2.515
N -0.699 -1.549 -4.028
O -1.009 -2.463 -1.694
S -1.513 -1.980 -0.125
O -2.807 -2.650 0.462
O -0.471 -1.866 1.013
O -1.944 -0.353 -0.446
C -1.705 -0.136 -1.911
O -3.030 -0.105 -2.614
N -4.015 -0.493 -1.786
O -4.310 -1.672 -2.037
H 3.679 -0.304 -1.133
H 3.934 -0.774 -3.032
H 3.826 1.090 -2.402
H -1.652 -1.391 -4.421
H -0.009 -0.953 -4.535
H -1.429 1.001 -1.922
C -2.213 3.214 0.856
Br -2.731 5.089 0.839
Br -1.305 2.699 -0.786
Br -1.165 2.767 2.433
H -3.136 2.628 0.909
C -2.192 -4.021 -7.050
Br -3.002 -2.910 -5.674
Br -0.617 -3.180 -7.824
Br -1.809 -5.814 -6.401
H -2.928 -4.122 -7.854
C 1.420 2.314 5.920
Br 1.410 1.793 7.794
Br 3.198 2.824 5.320
Br 0.637 0.944 4.783
H 0.786 3.203 5.833
C 4.810 3.912 1.676
Br 5.317 3.797 -0.199
Br 2.915 3.558 1.936
Br 5.920 2.772 2.797
H 4.989 4.944 1.993
C -2.444 -9.132 -8.220
Br -4.070 -10.191 -8.347
Br -1.311 -9.718 -6.751
Br -1.476 -9.086 -9.907
H -2.748 -8.104 -7.999
C -3.062 -6.150 -2.070
Br -1.156 -6.108 -1.683
Br -3.866 -4.383 -1.937
Br -3.434 -6.987 -3.786
H -3.531 -6.773 -1.302
C -0.663 5.495 8.601
Br -1.749 4.104 9.418
Br 1.128 5.554 9.359
Br -0.623 5.339 6.663
H -1.141 6.453 8.835
C -6.501 -3.337 1.652
Br -7.800 -3.640 0.236
Br -6.397 -1.459 2.148
Br -6.832 -4.476 3.194
H -5.521 -3.617 1.252
C 6.720 3.210 -4.357
Br 7.227 3.096 -6.231
Br 4.825 2.856 -4.097
Br 7.830 2.071 -3.236
H 6.899 4.242 -4.039
C -6.870 -7.275 -6.752
Br -6.879 -7.797 -4.878
Br -5.091 -6.765 -7.353
Br -7.653 -8.646 -7.889
H -7.504 -6.386 -6.840
C -2.046 8.697 -0.370
Br -0.142 8.633 0.023
Br -2.961 10.041 0.699
Br -2.385 8.930 -2.271
H -2.464 7.725 -0.087
C 7.498 1.661 6.641
Br 6.980 3.536 6.624
Br 8.405 1.146 4.999
Br 8.545 1.214 8.218
H 6.574 1.074 6.694
C -0.846 -2.966 5.430
Br 1.058 -3.031 5.823
Br -1.761 -1.622 6.499
Br -1.185 -2.733 3.529
H -1.264 -3.938 5.713
C -4.912 6.594 8.397
Br -6.083 5.045 8.519
Br -5.848 8.156 7.712
Br -4.025 6.965 10.088
H -4.129 6.346 7.673
C 11.918 1.545 -1.260
Br 11.823 1.966 -3.157
Br 11.224 2.992 -0.162
Br 11.058 -0.151 -0.851
H 12.979 1.434 -1.010


3.
31
Properties=species:S:1:pos:R:3 method="wB97M-V/def2-TZVPD" spin_multiplicity=5 orbital_gap_ev="10.57 / 7.16" fmax_ha_per_bohr=0.033 e_tot_ev=-128090.7853 s2=6.01 charge=+1
Co 0.550 -0.320 0.260
C 1.219 0.708 2.996
O 0.318 0.837 1.840
C -0.124 2.195 1.458
C 0.691 2.524 0.203
O 0.382 1.463 -0.726
C -0.390 1.763 -1.914
H 0.676 1.026 3.879
H 2.136 1.308 2.858
H 1.487 -0.326 3.058
H 0.024 2.847 2.328
H -1.205 2.101 1.270
H 1.753 2.466 0.408
H 0.444 3.496 -0.246
H 0.097 2.579 -2.486
H -1.418 2.028 -1.630
H -0.404 0.848 -2.504
O 1.659 -1.632 1.378
Se 2.989 -1.460 0.305
O 3.867 -0.228 0.786
O 1.927 -0.763 -0.946
O 3.571 -2.825 -0.164
N -2.806 -2.623 -3.019
N -2.331 -2.221 -1.807
N -2.869 -2.590 -0.682
C -2.112 -1.977 0.214
N -1.170 -1.254 -0.367
N -1.333 -1.404 -1.689
H -3.378 -3.432 -2.790
H -2.024 -3.042 -3.544
H -2.226 -2.089 1.275


4.
105
Properties=species:S:1:pos:R:3 method="wB97M-V/def2-TZVPD" spin_multiplicity=2 orbital_gap_ev="6.97 / 6.48" fmax_ha_per_bohr=0.015 e_tot_ev=-110931.3365 s2=0.77
V -0.430 0.217 -0.179
C -3.094 0.652 -4.627
C -2.376 0.980 -3.316
C -3.295 1.842 -2.447
P -1.672 -0.370 -2.249
C -0.938 -1.621 -3.423
C 0.032 -0.952 -4.400
C -1.882 -2.573 -4.148
C -3.088 -1.198 -1.486
C -4.216 -1.611 -2.189
C -5.201 -2.384 -1.604
C -5.013 -2.789 -0.289
C -3.915 -2.380 0.441
C -2.947 -1.517 -0.112
N -1.842 -1.037 0.565
C -1.600 -1.458 1.891
C -2.552 -1.399 2.912
C -2.254 -1.879 4.171
C -1.002 -2.414 4.450
C -0.039 -2.425 3.461
C -0.319 -1.935 2.187
P 0.869 -1.950 0.804
C 2.505 -1.717 1.626
C 3.668 -1.607 0.641
C 2.456 -0.444 2.470
C 0.764 -3.762 0.370
C -0.633 -4.098 -0.141
C 1.808 -4.247 -0.632
H -3.391 1.588 -5.105
H -4.007 0.081 -4.466
H -2.476 0.108 -5.338
H -1.492 1.571 -3.585
H -4.264 1.354 -2.334
H -3.458 2.815 -2.914
H -2.902 2.006 -1.442
H -0.342 -2.232 -2.737
H -0.478 -0.643 -5.312
H 0.806 -1.660 -4.701
H 0.535 -0.076 -3.984
H -2.557 -2.046 -4.824
H -2.490 -3.149 -3.452
H -1.300 -3.274 -4.750
H -4.316 -1.351 -3.234
H -6.072 -2.691 -2.166
H -5.736 -3.442 0.185
H -3.810 -2.735 1.453
H -3.512 -0.942 2.718
H -2.998 -1.814 4.953
H -0.773 -2.782 5.440
H 0.948 -2.807 3.690
H 2.673 -2.575 2.289
H 3.590 -0.678 0.072
H 3.734 -2.430 -0.071
H 4.609 -1.572 1.193
H 2.303 0.434 1.837
H 3.408 -0.319 2.991
H 1.649 -0.458 3.198
H 0.910 -4.287 1.322
H -0.825 -3.628 -1.107
H -1.418 -3.779 0.540
H -0.717 -5.178 -0.274
H 1.798 -3.647 -1.546
H 1.580 -5.271 -0.933
H 2.821 -4.240 -0.234
N 3.661 5.573 5.554
C 2.697 4.730 5.018
C 2.945 3.365 4.883
C 1.963 2.523 4.398
C 0.727 3.024 4.022
C 0.464 4.378 4.177
C 1.438 5.224 4.670
S -0.541 1.923 3.466
O -1.795 2.571 3.748
O -0.242 0.646 4.057
N -0.386 1.689 1.859
C -0.491 2.714 1.021
N -0.543 2.298 -0.276
C -0.580 3.212 -1.240
C -0.607 4.561 -0.962
C -0.575 4.893 0.396
N -0.515 4.015 1.372
H 4.612 5.252 5.485
H 3.562 6.549 5.329
H 3.904 2.963 5.183
H 2.146 1.460 4.330
H -0.512 4.755 3.923
H 1.219 6.276 4.804
H -0.590 2.827 -2.252
H -0.649 5.308 -1.738
H -0.592 5.937 0.693
C 3.680 -1.737 -3.409
C 3.070 -0.584 -2.693
C 3.446 0.738 -2.588
C 2.486 1.342 -1.761
N 1.564 0.452 -1.389
N 1.947 -0.704 -1.967
C 2.497 2.745 -1.260
H 4.713 -1.513 -3.668
H 3.143 -1.963 -4.331
H 3.675 -2.633 -2.789
H 4.317 1.198 -3.018
H 1.384 -1.518 -1.776
H 3.525 3.102 -1.187
H 2.044 2.808 -0.273
H 1.965 3.423 -1.926


5.
15
Properties=species:S:1:pos:R:3 method="wB97M-V/def2-TZVPD" orbital_gap_ev="7.24 / 7.24" fmax_ha_per_bohr=0.022 e_tot_ev=-9300.7039
C 1.689 0.151 0.748
N -1.819 0.905 -0.222
C 0.570 0.935 0.164
C -1.482 -0.682 0.269
C -1.049 -1.700 -0.515
O 0.760 1.820 -0.852
N -0.644 0.630 0.475
H 1.685 2.084 -0.895
H -1.578 1.100 -1.202
H -2.128 -0.841 1.118
H 1.624 -0.878 0.362
H 1.610 0.100 1.833
H 2.660 0.580 0.496
H -0.385 -1.534 -1.354
H -1.514 -2.669 -0.421


6.
80
Properties=species:S:1:pos:R:3 method="wB97M-V/def2-TZVPD" orbital_gap_ev=9.92 fmax_ha_per_bohr=0.145 e_tot_ev=-97579.8819 charge=+1
N -0.902 1.261 0.786
H -1.557 1.310 1.476
H -1.279 1.973 0.111
H -0.902 0.278 0.372
H 0.112 1.546 1.097
C -1.898 -4.496 -2.322
C -0.676 -4.865 -1.494
C 0.479 -4.003 -1.889
S -0.321 -2.482 -2.135
O -0.128 -1.916 -3.469
O -0.193 -1.531 -1.072
C -2.019 -2.938 -2.159
H -2.927 -4.691 -1.797
H -2.004 -4.837 -3.349
H -0.310 -5.896 -1.698
H -1.042 -4.859 -0.523
H 0.693 -4.285 -2.847
H 1.406 -3.909 -1.080
H -2.764 -2.275 -2.694
H -2.407 -2.779 -1.175
C -3.189 1.312 -5.753
C -2.577 2.559 -5.932
C -1.977 3.147 -4.651
S -2.439 1.881 -3.388
O -3.676 2.270 -2.856
O -1.359 1.641 -2.437
C -2.645 0.509 -4.390
H -2.803 0.500 -6.634
H -4.345 1.517 -5.554
H -3.247 3.246 -6.584
H -1.716 2.513 -6.593
H -2.299 4.147 -4.409
H -0.818 2.988 -4.783
H -3.361 -0.223 -3.937
H -1.663 0.034 -4.429
C 3.783 2.890 -1.670
C 3.170 1.800 -2.382
C 1.615 1.952 -2.451
S 1.235 3.575 -1.814
O 0.759 3.130 -0.522
O 0.447 4.332 -2.819
C 2.925 4.070 -1.876
H 4.653 3.164 -1.982
H 3.872 2.653 -0.485
H 3.469 0.804 -2.050
H 3.376 1.765 -3.626
H 1.229 1.219 -1.626
H 1.282 1.655 -3.488
H 3.127 4.758 -1.020
H 3.093 4.654 -2.958
C 2.609 1.307 6.048
C 4.051 0.951 5.542
C 3.721 0.227 4.197
S 2.439 1.161 3.435
O 1.557 0.239 2.893
O 2.941 2.197 2.588
C 1.841 1.970 4.912
H 2.651 1.856 7.055
H 2.182 0.281 6.299
H 4.412 0.208 6.363
H 4.635 1.981 5.529
H 3.162 -0.749 4.387
H 4.509 -0.006 3.476
H 0.714 2.031 4.963
H 2.139 3.061 4.715
C -0.886 -3.002 4.596
C -1.935 -1.889 4.946
C -2.997 -2.116 3.821
S -1.982 -2.503 2.382
O -1.632 -1.285 1.674
O -2.587 -3.651 1.678
C -0.430 -2.989 3.146
H -1.143 -3.965 4.878
H -0.055 -2.800 5.493
H -1.563 -0.784 4.633
H -2.501 -1.958 5.872
H -3.661 -1.342 3.726
H -3.580 -3.085 3.919
H 0.345 -2.474 2.945
H -0.236 -3.940 2.848


7.
12
Properties=species:S:1:pos:R:3 method="wB97M-V/def2-TZVPD" orbital_gap_ev="7.93 / 7.93" fmax_ha_per_bohr=0.066 e_tot_ev=-18060.7126
N 0.685 -0.137 1.472
N -0.132 -0.604 -2.877
N -0.520 -0.189 2.321
N -0.663 0.106 -1.942
F 1.335 1.105 -1.144
P -0.238 1.105 -0.754
H 0.894 -1.206 1.253
H 1.373 0.107 2.259
H 0.965 -0.520 -2.906
H -1.297 -0.425 1.673
H -0.712 0.675 2.732
H -1.691 -0.018 -2.087


8.
49
Properties=species:S:1:pos:R:3 method="wB97M-V/def2-TZVPD" orbital_gap_ev=9.96 fmax_ha_per_bohr=0.073 e_tot_ev=-25140.8683 charge=+1
C 5.831 -0.695 2.951
C 4.620 -0.830 3.892
C 3.803 0.454 3.729
C 2.983 0.331 2.482
C 1.693 -0.521 2.705
C 0.777 -0.556 1.426
O -0.010 0.274 1.128
N 0.936 -1.602 0.525
C 0.025 -2.088 -0.455
C -0.768 -1.044 -1.356
C -2.153 -0.739 -0.787
N -2.862 0.065 -1.746
C -3.511 -0.810 -2.792
C -3.613 -0.017 -4.058
C -2.861 1.277 -3.808
C -2.048 1.085 -2.464
C -1.746 2.273 -1.441
C -2.791 2.771 -0.493
O -2.430 3.390 0.485
O -3.989 2.218 -0.680
H 6.559 0.124 3.252
H 6.416 -1.663 2.960
H 5.452 -0.662 1.917
H 4.874 -0.822 4.877
H 3.975 -1.702 3.542
H 4.470 1.278 3.570
H 3.251 0.551 4.665
H 3.570 -0.063 1.602
H 2.701 1.407 2.231
H 1.226 0.001 3.565
H 1.964 -1.588 3.058
H 1.638 -2.226 0.758
H 0.619 -2.681 -1.130
H -0.655 -2.896 0.049
H -0.835 -1.475 -2.299
H -0.199 -0.120 -1.487
H -2.607 -1.726 -0.671
H -1.868 -0.238 0.135
H -3.589 0.596 -1.255
H -2.848 -1.729 -3.015
H -4.515 -1.161 -2.448
H -4.647 0.296 -4.296
H -3.219 -0.650 -4.935
H -2.170 1.330 -4.596
H -3.563 2.165 -3.658
H -1.119 0.768 -2.850
H -1.377 3.068 -2.059
H -0.867 1.963 -0.791
H -4.524 2.616 0.062


9.
15
Properties=species:S:1:pos:R:3 method="wB97M-V/def2-TZVPD" orbital_gap_ev=8.12 fmax_ha_per_bohr=0.066 e_tot_ev=-10874.2303 charge=-1
O -0.965 0.656 -2.156
C -0.235 0.727 -1.190
N -0.100 -0.128 -0.148
C -0.890 -1.357 -0.201
O -0.568 -2.150 0.904
C 0.790 1.903 -1.072
H 0.649 -0.175 0.540
H -0.802 -1.973 -1.096
H -1.950 -1.042 -0.019
H 1.121 2.239 -2.045
H 0.356 2.699 -0.469
H 1.627 1.549 -0.466
H 0.026 -1.574 1.688
H 0.255 -0.563 3.287
O 0.685 -0.811 2.445